No. 1
C34H56N7O3SSiTi as an isolated structure, computed with ωB97M-V/def2-TZVPD.

Cartesian coordinates (Å):
Ti  -1.0694  -0.2711  1.0143
C  -3.4144  -4.3882  2.1506
C  -1.9744  -4.0730  1.7479
C  -1.7853  -4.1159  0.2510
C  -1.5852  -5.3392  -0.3755
C  -1.5403  -5.4347  -1.7564
C  -1.7117  -4.2980  -2.5247
C  -1.9015  -3.0452  -1.9423
C  -2.1153  -1.8628  -2.8519
C  -0.9099  -1.5959  -3.7480
C  -1.9117  -2.9805  -0.5505
N  -2.1949  -1.7564  0.1610
C  -3.4564  -1.5385  0.4424
C  -3.7460  -0.7513  1.5625
C  -4.9298  -0.3923  2.2131
C  -4.5463  0.1350  3.4437
C  -3.1508  0.0683  3.4940
N  -2.6526  -0.4754  2.3731
H  -3.5083  -4.4543  3.2328
H  -3.7432  -5.3336  1.7218
H  -4.1020  -3.6140  1.8072
H  -1.3085  -4.8061  2.2040
H  -1.6826  -3.0979  2.1530
H  -1.4831  -6.2273  0.2340
H  -1.3952  -6.3941  -2.2306
H  -1.7115  -4.3734  -3.6031
H  -2.3595  -0.9684  -2.2758
H  -2.9836  -2.0732  -3.4832
H  -0.0183  -1.4103  -3.1513
H  -1.0832  -0.7293  -4.3824
H  -0.7086  -2.4476  -4.3942
H  -4.2399  -2.0535  -0.1169
H  -5.9287  -0.5193  1.8358
H  -5.1894  0.4849  4.2298
H  -2.5015  0.3790  4.2992
N  -4.0241  3.7551  0.9932
N  -2.8872  3.1824  1.5132
N  -2.2329  3.7110  2.5160
C  -1.2846  2.8042  2.7174
N  -1.3812  1.7929  1.8597
N  -2.4310  2.0569  1.0912
H  -3.9609  4.7557  1.1762
H  -4.0416  3.5477  -0.0018
H  -0.5450  2.8825  3.4898
C  3.6188  -2.7440  0.5013
C  2.4659  -3.2530  1.3752
C  1.9629  -4.5865  0.8085
C  2.9352  -3.4383  2.8245
C  1.3639  -2.2800  1.3632
C  0.4674  -1.4532  1.3633
H  4.3442  -3.5463  0.3733
H  4.1243  -1.8990  0.9602
H  3.2626  -2.4438  -0.4818
H  2.7948  -5.2869  0.7636
H  1.5569  -4.4620  -0.1938
H  1.1880  -5.0114  1.4402
H  3.7649  -4.1439  2.8448
H  2.1335  -3.8300  3.4469
H  3.2754  -2.4957  3.2503
C  2.5034  -0.2089  -2.3945
C  2.4054  1.2443  -2.8348
C  1.4429  1.4035  -4.0024
C  3.7769  1.7987  -3.1819
O  1.9220  2.0717  -1.7477
Si  0.7967  1.9829  -0.5948
S  -0.7411  0.5983  -1.1190
O  0.1772  3.4662  -0.3265
C  -0.0757  4.5589  -1.2265
C  -0.9284  4.0574  -2.3834
C  1.2413  5.1329  -1.7243
C  -0.8238  5.5975  -0.4038
O  1.3159  1.4305  0.8612
C  2.4586  1.8263  1.6562
C  3.5152  0.7494  1.5058
C  1.9758  1.8876  3.0964
C  2.9850  3.1842  1.2176
H  2.9223  -0.8120  -3.1995
H  1.5263  -0.6154  -2.1311
H  3.1560  -0.2988  -1.5334
H  1.7644  0.7924  -4.8444
H  1.4087  2.4424  -4.3273
H  0.4407  1.0895  -3.7214
H  4.1816  1.2844  -4.0517
H  4.4677  1.6647  -2.3494
H  3.7105  2.8611  -3.4091
H  -0.3770  3.3464  -2.9951
H  -1.2346  4.8839  -3.0211
H  -1.8196  3.5542  -2.0077
H  1.8103  4.3930  -2.2809
H  1.8466  5.4770  -0.8866
H  1.0456  5.9828  -2.3750
H  -1.7687  5.1941  -0.0417
H  -1.0346  6.4805  -1.0041
H  -0.2303  5.8986  0.4574
H  3.1031  -0.2198  1.7905
H  4.3681  0.9749  2.1445
H  3.8664  0.6944  0.4812
H  1.4450  0.9709  3.3610
H  1.3265  2.7493  3.2413
H  2.8233  1.9972  3.7724
H  3.3416  3.1623  0.1893
H  3.8196  3.4622  1.8595
H  2.2159  3.9478  1.3058

Properties
Total charge = +1
Energy above the lowest of the compared OMol25 structures with the same formula, charge and spin = 0.0 kcal/mol
Kohn-Sham gap = 7.15 eV

Atomic partial charges in e from the Löwdin method, atoms 1 to 8: number 1, Ti, carries 0.864; number 2, C, carries -0.064; number 3, C, carries -0.193; number 4, C, carries -0.179; number 5, C, carries -0.038; number 6, C, carries -0.055; number 7, C, carries -0.029; number 8, C, carries -0.159



No. 2
C34H57BCl3F2LaN14PS as an isolated structure, computed with ωB97M-V/def2-TZVPD.

Cartesian coordinates (Å):
La  -0.5138  -0.6538  -0.4904
C  1.0979  -1.3596  2.9175
C  1.4279  -2.3780  1.8791
C  2.4516  -3.3241  1.8881
C  2.4313  -3.8689  0.6228
N  1.4507  -3.2894  -0.0910
N  0.8191  -2.3791  0.6893
B  1.0521  -3.7129  -1.5595
N  1.2009  -2.5957  -2.6399
C  1.7672  -2.7209  -3.8545
C  1.3483  -1.6795  -4.6544
C  0.4857  -0.9346  -3.8479
C  -0.2333  0.3193  -4.2049
N  0.3884  -1.5015  -2.6423
N  -0.4445  -4.1056  -1.5828
C  -1.0122  -5.1476  -2.2129
C  -2.3740  -5.0669  -2.0446
C  -2.5728  -3.9003  -1.2996
C  -3.8861  -3.3943  -0.8061
N  -1.4009  -3.3044  -1.0461
N  1.9297  -4.8999  -1.9054
C  1.8220  -6.1828  -1.4669
C  3.0207  -6.8094  -1.6814
C  3.8462  -5.8154  -2.2586
C  5.2628  -5.9265  -2.6896
N  3.1824  -4.6823  -2.3683
H  1.2890  -1.7417  3.9196
H  0.0559  -1.0417  2.8668
H  1.7246  -0.4759  2.7670
H  3.1199  -3.5713  2.6919
H  3.0578  -4.6256  0.1872
H  2.4437  -3.5307  -4.0460
H  1.6323  -1.4853  -5.6724
H  -0.8937  0.1565  -5.0580
H  0.4785  1.0953  -4.4896
H  -0.8348  0.7040  -3.3797
H  -0.4157  -5.8668  -2.7459
H  -3.1194  -5.7524  -2.4040
H  -4.6748  -3.6298  -1.5195
H  -3.8778  -2.3172  -0.6671
H  -4.1644  -3.8680  0.1387
H  0.9210  -6.5511  -1.0059
H  3.2675  -7.8344  -1.4711
H  5.4795  -6.9301  -3.0488
H  5.9371  -5.7161  -1.8589
H  5.4739  -5.2150  -3.4850
N  -2.0782  -1.8007  1.5563
C  -3.2199  -1.0682  2.1140
C  -3.7200  -0.0277  1.1233
N  -2.6021  0.7939  0.6491
H  -2.3792  -2.5889  0.9895
H  -1.5230  -2.2142  2.2958
H  -2.8885  -0.5717  3.0288
H  -4.0462  -1.7265  2.3976
H  -4.5158  0.5691  1.5801
H  -4.1566  -0.5209  0.2545
H  -2.2921  1.4047  1.3957
H  -2.8645  1.4019  -0.1219
Cl  -4.1124  0.7408  -5.1561
C  -3.9861  -0.8778  -4.4287
Cl  -3.0000  -1.9545  -5.4311
Cl  -5.5970  -1.5706  -4.1341
C  -3.3138  -0.7263  -3.1472
N  -2.7744  -0.6017  -2.1445
C  2.2963  4.4101  4.9543
C  1.7781  2.9844  4.7055
C  2.8628  1.9385  4.9631
P  1.0309  2.8084  3.0409
C  1.8534  3.6119  1.6234
C  1.5026  5.1037  1.4953
C  3.3588  3.3666  1.6079
C  -0.7708  3.1357  3.0574
C  -1.1120  4.4478  3.7787
C  -1.5124  1.9631  3.6916
H  2.5805  4.5002  6.0022
H  1.5465  5.1762  4.7479
H  3.1848  4.6090  4.3565
H  0.9288  2.7927  5.3737
H  3.7490  2.1328  4.3621
H  2.5157  0.9272  4.7550
H  3.1536  1.9906  6.0116
H  1.3993  3.0906  0.7756
H  1.8212  5.6747  2.3672
H  0.4339  5.2587  1.3324
H  2.0290  5.4999  0.6278
H  3.8729  4.0031  2.3258
H  3.7367  3.6131  0.6158
H  3.6163  2.3278  1.8126
H  -1.0402  3.2271  1.9975
H  -0.8409  4.3934  4.8335
H  -2.1884  4.6119  3.7297
H  -0.6184  5.3121  3.3272
H  -1.3457  1.9292  4.7691
H  -1.2039  1.0044  3.2731
H  -2.5856  2.0903  3.5392
C  -3.8783  5.1788  -1.6539
C  -3.4122  4.0236  -2.5332
C  -2.0282  3.5837  -2.2060
N  -1.7510  2.5130  -1.5481
N  -0.4153  2.3151  -1.3192
C  0.3118  3.2696  -1.8377
N  1.6711  3.3357  -1.7465
S  -0.6146  4.5007  -2.6326
H  -4.8840  5.4845  -1.9355
H  -3.2256  6.0455  -1.7573
H  -3.8933  4.8878  -0.6033
H  -3.4587  4.3066  -3.5879
H  -4.0570  3.1546  -2.4074
H  2.1122  2.4157  -1.6881
H  2.1250  3.9807  -2.3748
F  1.9760  0.6905  -1.5412
C  1.8601  0.4383  -0.1132
F  2.8312  -0.5288  0.0966
H  2.3206  1.3202  0.3458

Properties
2S+1 = 2
Total charge = +2
Kohn-Sham gap (alpha / beta) = 8.37 / 4.80 eV

Atomic partial charges in e from the Löwdin method, atoms 1 to 8: number 1, La, carries 1.923; number 2, C, carries -0.032; number 3, C, carries -0.356; number 4, C, carries 0.014; number 5, C, carries -0.021; number 6, N, carries 0.040; number 7, N, carries -0.102; number 8, B, carries -0.635



No. 3
C34H57BiF3N2O2Si as an isolated structure at a distorted geometry, computed with ωB97M-V/def2-TZVPD.

Cartesian coordinates (Å):
O  1.6317  -2.4431  -3.4121
O  1.0823  -1.3754  -5.4499
C  3.0995  -2.3907  -3.1082
C  3.3503  -2.4173  -1.6171
H  3.4594  -1.4577  -3.5481
H  3.5839  -3.2468  -3.5945
H  2.7949  -1.6409  -1.0820
H  4.4156  -2.2581  -1.4303
H  3.1389  -3.3868  -1.1584
C  1.0042  -3.8067  -3.1874
C  -0.4286  -3.6309  -3.5623
H  1.1410  -4.0766  -2.1385
H  1.5279  -4.5200  -3.8435
H  -0.8795  -2.7956  -3.0253
H  -1.0217  -4.5166  -3.3392
H  -0.5349  -3.4588  -4.6328
C  -0.1240  -0.7495  -5.9488
C  2.0480  -1.3881  -6.5245
C  -1.1312  -0.4675  -4.8736
H  -0.5329  -1.3735  -6.7546
H  0.1579  0.2220  -6.3850
H  -1.3999  -1.3459  -4.2738
H  -2.0586  -0.0855  -5.3283
H  -0.7569  0.3212  -4.2202
C  2.1035  -2.7262  -7.2002
H  3.0061  -1.0399  -6.1174
H  1.7478  -0.6257  -7.2447
H  2.1147  -3.5445  -6.4774
H  2.9900  -2.7692  -7.8266
H  1.2303  -2.8476  -7.8505
H  1.3609  -2.2443  -4.4406
N  -0.8066  -0.4089  1.1485
C  -1.5713  0.1418  2.1105
C  -2.1159  1.4217  1.9828
C  -2.3452  2.1844  0.8240
C  -1.7842  -0.6677  3.3613
H  -0.8246  -0.8900  3.8560
H  -2.3031  -1.6166  3.1511
H  -2.4039  -0.0970  4.0617
C  -3.5108  3.1456  0.8426
H  -4.2616  2.8931  0.0789
H  -3.2104  4.1950  0.7109
H  -4.0016  3.0651  1.8195
N  -1.6001  2.1164  -0.2899
C  -0.3773  -1.7753  1.1459
C  0.8987  -2.1439  1.6196
C  1.7783  -1.1995  2.3842
C  1.3464  -3.4428  1.3782
H  2.3329  -3.7284  1.7511
C  0.5568  -4.3563  0.6791
H  0.9269  -5.3636  0.4977
C  -0.7106  -3.9851  0.2292
H  -1.3467  -4.6915  -0.3141
C  -1.1886  -2.7028  0.4594
C  -2.5424  -2.2877  -0.0204
C  -1.9905  2.7765  -1.5104
C  -1.4917  4.0620  -1.8137
C  -0.8271  4.8915  -0.7622
C  -1.6414  4.5797  -3.1003
H  -1.1988  5.5515  -3.3275
C  -2.3627  3.8845  -4.0694
H  -2.4532  4.2850  -5.0801
C  -2.9744  2.6769  -3.7352
H  -3.6002  2.1565  -4.4625
C  -2.8144  2.1231  -2.4615
C  -3.4954  0.8284  -2.1505
Bi  0.6141  1.0932  0.0310
H  1.9261  -0.2095  1.9130
H  2.7853  -1.6384  2.4483
H  1.4272  -1.0261  3.4139
H  -2.5082  -1.3791  -0.6338
H  -3.2443  -2.1084  0.8078
H  -2.9720  -3.0790  -0.6484
H  -0.3496  5.7570  -1.2420
H  -0.0595  4.3450  -0.1987
H  -1.5550  5.2920  -0.0402
H  -3.9513  0.8097  -1.1502
H  -2.8051  -0.0229  -2.2565
H  -4.3109  0.6615  -2.8696
H  -2.5785  1.8151  2.8919
C  0.8498  0.9994  -2.0993
Si  2.0485  2.1562  -3.0462
H  -0.1424  0.8903  -2.5946
H  1.3727  0.0256  -2.2184
C  3.5727  1.1542  -3.4976
C  2.4316  3.6222  -1.9707
C  1.0993  2.4715  -4.6239
H  1.1376  3.5282  -4.9052
H  0.0418  2.2006  -4.5259
H  1.5238  1.8935  -5.4535
H  3.9004  0.4925  -2.6845
H  4.3969  1.8485  -3.7220
H  3.3973  0.5508  -4.3983
H  2.4675  3.3619  -0.9015
H  1.6666  4.3963  -2.1196
H  3.4070  4.0503  -2.2327
F  1.3950  2.6493  3.0859
C  1.8416  2.6496  1.7912
F  1.8161  3.9847  1.4163
F  3.1852  2.3343  1.8687

Properties
Total charge = +1
Kohn-Sham gap (alpha / beta) = 6.27 / 6.27 eV

Atomic partial charges in e from the Löwdin method, atoms 1 to 8: number 1, O, carries -0.102; number 2, O, carries -0.189; number 3, C, carries -0.143; number 4, C, carries -0.048; number 5, H, carries 0.092; number 6, H, carries 0.137; number 7, H, carries 0.074; number 8, H, carries 0.101



No. 4
C34H57FeN3O2SeSi as an isolated structure at a distorted geometry, computed with ωB97M-V/def2-TZVPD.

Cartesian coordinates (Å):
O  0.4356  -2.7496  -1.7187
O  -1.0806  -1.9479  -3.4914
C  1.8103  -2.7681  -2.3636
C  2.7677  -3.4098  -1.3982
H  2.0350  -1.7109  -2.5537
H  1.7101  -3.3266  -3.3038
H  2.8440  -2.8463  -0.4590
H  3.7669  -3.4199  -1.8410
H  2.5079  -4.4534  -1.1854
C  -0.2013  -4.1177  -1.5106
C  -0.1847  -4.9632  -2.7561
H  -1.2126  -3.8757  -1.1639
H  0.3854  -4.5509  -0.7002
H  -0.6026  -4.4337  -3.6231
H  -0.8012  -5.8524  -2.5790
H  0.8247  -5.3194  -2.9988
C  -2.5007  -1.8235  -3.2144
C  -0.5941  -1.3296  -4.7054
C  -3.2569  -3.0529  -3.6415
H  -2.8674  -0.9190  -3.7212
H  -2.5837  -1.6753  -2.1300
H  -3.1997  -3.2025  -4.7231
H  -4.3098  -2.9253  -3.3816
H  -2.8911  -3.9525  -3.1347
C  -0.9614  -2.1148  -5.9412
H  0.4936  -1.2663  -4.5893
H  -0.9903  -0.3049  -4.7523
H  -0.7476  -3.1856  -5.8405
H  -0.3743  -1.7322  -6.7797
H  -2.0157  -1.9838  -6.1977
H  -0.2109  -2.2395  -2.3776
N  1.6312  1.0113  2.2234
C  1.4993  2.3156  2.5244
C  0.3402  3.0819  2.2714
C  -0.9687  2.7194  1.9087
C  2.6853  3.0595  3.0661
H  3.4673  3.1964  2.3024
H  3.1323  2.5712  3.9405
H  2.3398  4.0507  3.3762
C  -1.9881  3.8026  1.6855
H  -2.8075  3.7719  2.4205
H  -2.4374  3.7411  0.6820
H  -1.5016  4.7808  1.7711
N  -1.3808  1.4383  1.8198
C  2.9047  0.3412  2.4056
C  3.8572  0.2903  1.3536
C  3.6882  0.9900  0.0429
C  5.0316  -0.4532  1.4896
H  5.7210  -0.4880  0.6450
C  5.3051  -1.1318  2.6729
H  6.2130  -1.7297  2.7727
C  4.4087  -1.0256  3.7383
H  4.6064  -1.5244  4.6883
C  3.2559  -0.2464  3.6468
C  2.4640  -0.0688  4.9029
C  -2.7333  1.1161  2.1526
C  -3.7122  0.8625  1.1631
C  -3.4891  1.1633  -0.2880
C  -4.9584  0.3715  1.5587
H  -5.7119  0.1887  0.7844
C  -5.2285  0.0943  2.9004
H  -6.1798  -0.3519  3.1829
C  -4.3029  0.4551  3.8746
H  -4.5059  0.2890  4.9297
C  -3.1152  1.0816  3.5127
C  -2.3089  1.7469  4.5814
Fe  0.0469  0.2547  1.2729
H  3.6144  0.2422  -0.7620
H  4.5714  1.6042  -0.2016
H  2.8077  1.6367  -0.0085
H  1.7643  0.7634  4.8154
H  3.1299  0.1029  5.7657
H  1.8701  -0.9600  5.1450
H  -4.1074  0.4930  -0.9047
H  -2.4447  1.0199  -0.5852
H  -3.7885  2.1881  -0.5752
H  -1.2341  1.7394  4.3631
H  -2.4748  1.2683  5.5574
H  -2.6170  2.8026  4.6813
H  0.4781  4.1553  2.4170
C  0.2545  0.5190  -0.6899
Si  0.4138  2.1213  -1.6846
H  1.1546  -0.1231  -0.8415
H  -0.5986  -0.0939  -1.0617
C  1.6348  1.8938  -3.1052
C  1.0355  3.6773  -0.8226
C  -1.2328  2.6020  -2.4617
H  -1.7325  1.7359  -2.9179
H  -1.0457  3.3414  -3.2558
H  -1.9127  3.0643  -1.7319
H  2.5698  1.4258  -2.7673
H  1.8822  2.8827  -3.5207
H  1.1992  1.2854  -3.9097
H  1.8910  3.5087  -0.1567
H  0.2397  4.1745  -0.2513
H  1.3656  4.3761  -1.6092
Se  -0.8350  -1.5113  5.4861
C  -0.6479  -1.2448  3.7765
N  -0.4677  -1.0039  2.6185

Properties
2S+1 = 5
Energy above the lowest of the compared OMol25 structures with the same formula, charge and spin = 0.0 kcal/mol
Kohn-Sham gap (alpha / beta) = 5.90 / 5.99 eV

Atomic partial charges in e from the Löwdin method, atoms 1 to 8: number 1, O, carries -0.091; number 2, O, carries -0.228; number 3, C, carries -0.142; number 4, C, carries -0.046; number 5, H, carries 0.127; number 6, H, carries 0.120; number 7, H, carries 0.101; number 8, H, carries 0.096



Number 1: electronic energy -94566.9039 eV. Number 2: electronic energy -121698.2694 eV. Number 3: electronic energy -65119.2911 eV. Number 4: electronic energy -152357.4571 eV.